1.
Molecular formula: C48H96O30
Method: DFT, ωB97M-V with the def2-TZVPD basis set

```
! wB97M-V def2-TZVPD RIJCOSX def2/J DEFGRID3
* xyz 0 1
C 0.625 -0.846 5.714
C 1.070 -1.737 4.568
O 0.619 -3.072 4.754
C 1.191 -4.029 4.020
O 2.273 -4.010 3.506
O 0.330 -5.039 4.013
C 0.654 -6.226 3.289
H 0.859 -1.337 6.659
H -0.464 -0.748 5.728
H 1.016 0.162 5.593
H 2.148 -1.643 4.430
H 0.635 -1.368 3.636
H 0.818 -5.923 2.258
H -0.193 -6.892 3.417
H 1.598 -6.668 3.607
C 2.700 -9.962 -1.691
C 2.444 -9.119 -0.449
O 2.167 -7.752 -0.786
C 2.396 -6.825 0.121
O 2.707 -7.021 1.265
O 2.138 -5.634 -0.423
C 2.134 -4.470 0.403
H 3.713 -9.836 -2.062
H 1.994 -9.666 -2.472
H 2.438 -10.994 -1.461
H 3.383 -9.225 0.097
H 1.612 -9.450 0.168
H 1.312 -4.398 1.106
H 2.063 -3.677 -0.341
H 3.091 -4.297 0.896
C -2.576 -0.493 -2.946
C -2.035 0.160 -4.224
O -0.784 0.778 -3.945
C 0.337 0.054 -4.011
O 0.449 -1.129 -4.203
O 1.335 0.897 -3.844
C 2.671 0.450 -4.005
H -2.860 0.273 -2.222
H -1.804 -1.111 -2.485
H -3.476 -1.096 -3.063
H -2.668 0.969 -4.584
H -1.908 -0.586 -5.010
H 2.921 -0.042 -4.943
H 3.018 -0.188 -3.192
H 3.252 1.366 -3.943
C 6.709 4.301 4.690
C 5.779 4.367 3.483
O 5.628 3.083 2.903
C 4.986 3.005 1.736
O 4.580 3.921 1.074
O 4.939 1.721 1.420
C 4.371 1.345 0.167
H 7.742 4.453 4.378
H 6.593 3.338 5.188
H 6.499 5.081 5.420
H 6.213 5.095 2.798
H 4.814 4.739 3.830
H 3.977 0.334 0.070
H 5.269 1.428 -0.452
H 3.564 1.958 -0.233
C -4.546 -4.878 -0.752
C -4.105 -3.411 -0.692
O -2.704 -3.307 -0.525
C -2.105 -3.624 0.598
O -0.943 -3.865 0.697
O -2.962 -3.636 1.658
C -2.401 -3.782 2.940
H -5.557 -4.830 -1.163
H -4.572 -5.410 0.200
H -3.918 -5.478 -1.409
H -4.716 -2.829 -0.002
H -4.399 -3.015 -1.664
H -2.066 -4.811 3.088
H -3.078 -3.594 3.773
H -1.548 -3.118 3.093
C -3.509 5.620 1.563
C -2.354 6.055 0.658
O -1.119 6.117 1.350
C -0.260 5.111 1.296
O -0.385 4.053 0.724
O 0.763 5.452 2.054
C 1.857 4.570 2.203
H -3.398 4.590 1.892
H -4.467 5.849 1.099
H -3.488 6.247 2.459
H -2.501 7.031 0.196
H -2.336 5.372 -0.193
H 1.571 3.739 2.856
H 2.749 4.975 2.667
H 2.061 4.175 1.209
C -4.746 5.912 -5.823
C -3.385 5.246 -6.120
O -2.569 5.145 -4.963
C -2.793 4.197 -4.076
O -3.697 3.395 -4.110
O -1.880 4.251 -3.136
C -1.928 3.421 -1.982
H -5.516 5.138 -5.836
H -4.981 6.596 -6.638
H -4.865 6.384 -4.850
H -2.831 5.899 -6.789
H -3.590 4.292 -6.600
H -0.987 3.460 -1.448
H -2.082 2.369 -2.233
H -2.811 3.682 -1.399
C 1.757 4.345 -2.722
C 3.210 3.961 -2.445
O 4.050 5.076 -2.575
C 5.368 4.910 -2.461
O 5.907 3.895 -2.107
O 5.944 6.065 -2.736
C 7.287 6.293 -2.320
H 1.562 4.698 -3.734
H 1.445 5.124 -2.025
H 1.123 3.480 -2.528
H 3.564 3.099 -3.012
H 3.195 3.612 -1.406
H 7.542 5.760 -1.406
H 7.438 7.365 -2.275
H 7.928 5.881 -3.103
C -0.813 -4.231 -2.849
C -0.165 -5.601 -3.027
O -0.602 -6.250 -4.230
C -1.708 -7.006 -4.311
O -2.019 -7.582 -5.307
O -2.297 -7.093 -3.119
C -3.577 -7.708 -3.090
H -0.304 -3.667 -2.066
H -1.890 -4.148 -2.723
H -0.664 -3.626 -3.750
H -0.391 -6.260 -2.188
H 0.920 -5.557 -3.069
H -4.235 -7.351 -3.880
H -3.964 -7.706 -2.076
H -3.497 -8.780 -3.305
C -0.545 2.421 4.606
C -0.741 2.273 6.111
C -2.251 2.498 6.235
O -2.621 3.296 5.096
C -1.513 3.545 4.257
H -0.829 1.506 4.078
H 0.474 2.612 4.268
H -0.154 3.045 6.608
H -0.532 1.276 6.494
H -2.466 3.093 7.122
H -2.797 1.565 6.098
H -1.149 4.551 4.514
H -1.816 3.609 3.210
C -3.284 -0.075 0.667
C -4.620 0.108 -0.063
C -4.692 1.590 -0.449
O -3.955 2.160 0.618
C -2.870 1.365 1.003
H -2.546 -0.599 0.062
H -3.466 -0.534 1.638
H -5.478 -0.173 0.554
H -4.765 -0.630 -0.857
H -5.688 2.014 -0.581
H -4.267 1.856 -1.427
H -2.678 1.523 2.066
H -1.947 1.682 0.503
C 0.667 0.539 -0.207
C 1.099 -0.939 -0.123
C 0.847 -1.286 1.340
O 1.328 -0.153 2.044
C 0.897 0.981 1.288
H -0.372 0.679 -0.505
H 1.271 1.165 -0.863
H 2.162 -1.015 -0.348
H 0.469 -1.617 -0.702
H 1.386 -2.164 1.695
H -0.224 -1.453 1.511
H 1.662 1.756 1.324
H -0.028 1.413 1.676
*
```

Values from the calculation:
Lowest unoccupied orbital energy, eV: 0.5
Energy above the lowest of the compared OMol25 structures with the same formula, charge and spin, kJ/mol: 16.9
SMILES: CCOC(=O)OC.CCOC(=O)OC.CCOC(=O)OC.CCOC(=O)OC.CCOC(=O)OC.CCOC(=O)OC.CCOC(=O)OC.CCOC(=O)OC.CCOC(=O)OC.C1CCOC1.C1CCOC1.C1CCOC1

=====

2.
Molecular formula: C49H100F3N7O5P
Method: DFT, ωB97M-V with the def2-TZVPD basis set

```
! wB97M-V def2-TZVPD RIJCOSX def2/J DEFGRID3
* xyz 1 1
C 2.384 1.082 3.228
C 2.609 2.362 3.501
C 2.378 3.927 3.900
C 1.695 4.768 2.718
N 0.492 4.536 1.933
C -0.329 3.306 2.139
C -1.927 3.528 2.183
C -2.575 2.436 1.163
C -4.172 2.256 1.307
N -4.666 0.844 1.198
C -4.420 0.157 2.508
C -4.019 0.090 0.108
C -3.845 0.584 -1.417
O -3.532 -1.081 0.380
C 0.396 5.663 1.006
C -0.742 5.872 -0.104
C -0.138 5.148 -1.569
C 0.244 6.272 -2.783
O 1.321 5.453 -1.896
C 1.581 6.714 1.191
C 1.862 8.097 0.430
C 0.824 9.288 0.769
C 0.590 9.553 2.336
F -0.283 8.565 2.906
F -0.106 10.831 2.447
F 1.820 9.725 3.076
N 2.328 6.018 2.264
C 3.594 6.673 2.714
C 4.715 6.579 1.555
P 5.333 4.788 1.255
O 4.087 3.970 0.847
O 6.363 4.875 -0.105
C 6.838 3.565 -0.538
C 5.821 2.777 -1.530
O 6.083 4.301 2.709
C 6.147 2.851 2.862
C 5.985 2.537 4.459
H 2.302 -0.062 3.407
H 3.398 4.321 4.247
H 1.670 3.990 4.825
H -0.028 2.859 3.172
H -0.069 2.511 1.351
H -2.301 3.216 3.243
H -2.284 4.604 2.010
H -2.368 2.683 0.044
H -1.997 1.442 1.374
H -4.594 2.667 2.315
H -4.712 2.880 0.482
H -4.870 -0.912 2.558
H -4.967 0.764 3.326
H -3.288 0.158 2.716
H -4.116 -0.288 -2.142
H -2.697 0.742 -1.570
H -4.412 1.553 -1.662
H -1.734 5.337 0.103
H -0.852 6.998 -0.345
H -0.624 4.090 -1.916
H 0.529 7.343 -2.492
H 0.632 5.733 -3.720
H 2.926 8.526 0.640
H 1.863 7.867 -0.714
H -0.168 9.107 0.220
H 1.289 10.265 0.332
H 4.057 6.234 3.669
H 3.428 7.805 2.917
H 5.629 7.221 1.879
H 4.384 6.964 0.524
H 7.796 3.768 -1.174
H 7.168 2.860 0.305
H 6.454 2.092 -2.206
H 5.124 2.093 -0.891
H 5.226 3.482 -2.223
H 7.161 2.412 2.501
H 5.312 2.266 2.333
H 5.170 1.743 4.625
H 7.027 2.234 4.846
H 5.621 3.512 4.948
C 0.791 -2.528 0.993
C 0.906 -3.642 -0.040
N 0.342 -4.917 0.400
C 0.701 -6.039 -0.469
C 0.184 -6.014 -1.905
C -1.053 -4.888 0.837
C -2.098 -4.392 -0.159
H 1.240 -2.823 1.946
H 1.317 -1.637 0.636
H -0.249 -2.241 1.171
H 1.975 -3.784 -0.237
H 0.457 -3.303 -0.981
H 0.389 -6.976 0.005
H 1.795 -6.098 -0.505
H -0.879 -6.256 -1.955
H 0.708 -6.772 -2.496
H 0.348 -5.051 -2.393
H -1.117 -4.265 1.735
H -1.344 -5.886 1.185
H -1.783 -3.490 -0.686
H -3.024 -4.150 0.373
H -2.349 -5.156 -0.896
C 5.903 6.804 6.314
C 6.267 7.057 7.772
N 5.183 6.766 8.708
C 5.436 7.268 10.060
C 6.607 6.666 10.831
C 4.615 5.421 8.640
C 5.559 4.240 8.853
H 5.005 7.361 6.027
H 6.722 7.133 5.666
H 5.736 5.743 6.112
H 6.525 8.118 7.856
H 7.175 6.493 8.014
H 4.526 7.166 10.660
H 5.601 8.351 9.989
H 6.376 5.664 11.199
H 6.824 7.281 11.709
H 7.522 6.618 10.236
H 4.136 5.301 7.662
H 3.786 5.342 9.353
H 6.500 4.350 8.310
H 5.082 3.321 8.495
H 5.784 4.087 9.908
C -3.033 -6.494 -4.233
C -2.735 -7.730 -5.072
N -2.670 -7.468 -6.508
C -2.664 -8.686 -7.320
C -1.468 -9.624 -7.179
C -1.730 -6.432 -6.933
C -0.259 -6.615 -6.565
H -3.954 -6.004 -4.563
H -3.163 -6.780 -3.185
H -2.218 -5.767 -4.271
H -3.546 -8.444 -4.885
H -1.815 -8.197 -4.703
H -2.782 -8.417 -8.376
H -3.569 -9.255 -7.076
H -0.584 -9.230 -7.683
H -1.698 -10.584 -7.650
H -1.215 -9.827 -6.136
H -2.067 -5.475 -6.520
H -1.807 -6.295 -8.018
H -0.121 -6.940 -5.532
H 0.268 -5.661 -6.678
H 0.237 -7.329 -7.223
C -7.012 -6.646 -5.475
C -6.895 -7.762 -6.505
N -7.459 -9.036 -6.062
C -7.099 -10.160 -6.928
C -7.614 -10.140 -8.364
C -8.854 -9.008 -5.626
C -9.899 -8.515 -6.624
H -6.563 -6.938 -4.520
H -6.486 -5.755 -5.833
H -8.051 -6.358 -5.298
H -5.825 -7.903 -6.700
H -7.344 -7.425 -7.446
H -7.411 -11.096 -6.452
H -6.004 -10.218 -6.963
H -8.676 -10.383 -8.416
H -7.088 -10.898 -8.953
H -7.449 -9.178 -8.855
H -8.919 -8.382 -4.730
H -9.145 -10.005 -5.276
H -9.584 -7.614 -7.154
H -10.826 -8.272 -6.094
H -10.149 -9.280 -7.360
*
```

Values from the calculation:
Lowest unoccupied orbital energy, eV: -2.6
Energy above the lowest of the compared OMol25 structures with the same formula, charge and spin, kJ/mol: 1184.1